Run i
{
  "formula": "C5H5NO",
  "method": "ωB97M-V/def2-TZVPD",
  "orbital_gap_ev": 10.2,
  "smiles": "C=C=NC1=C[C@H]1O",
  "charge": 0,
  "symbols": ["O", "C", "C", "C", "N", "C", "C", "H", "H", "H", "H", "H"],
  "xyz": [[1.55, -1.03, -0.23], [0.21, -1.10, 0.21], [0.28, 2.03, 0.70], [-0.60, 1.55, -0.12], [-1.32, 0.83, -0.83], [-0.87, -0.48, -0.54], [-0.92, -1.78, -0.57], [1.56, -0.67, -1.13], [0.24, -1.09, 1.30], [0.05, 2.16, 1.75], [1.28, 2.25, 0.34], [-1.46, -2.67, -0.90]]
}

=====

Run ii
{
  "formula": "C5H5NO",
  "method": "ωB97M-V/def2-TZVPD",
  "orbital_gap_ev": 10.2,
  "smiles": "O=C1[C@@H]2C=C[C@H]1N2",
  "charge": 0,
  "symbols": ["C", "C", "C", "C", "C", "H", "H", "H", "H", "H", "N", "O"],
  "xyz": [[1.22, -0.11, -0.18], [0.29, 0.18, 1.03], [-0.15, 0.42, -0.96], [-0.94, -0.78, -0.70], [-0.67, -0.99, 0.64], [0.65, 0.60, 2.00], [0.28, 2.12, 0.12], [-0.46, 0.98, -1.84], [-1.26, -1.46, -1.42], [-0.91, -1.74, 1.44], [-0.36, 1.26, 0.16], [2.31, -0.48, -0.30]]
}

=====

Run iii
{
  "formula": "C5H5NO",
  "method": "ωB97M-V/def2-TZVPD",
  "orbital_gap_ev": 11.1,
  "charge": 0,
  "symbols": ["C", "C", "O", "C", "C", "C", "N", "H", "H", "H", "H", "H"],
  "xyz": [[-1.04, -0.65, 1.12], [-0.24, 0.30, 0.28], [-0.16, 1.51, 0.95], [1.10, -0.23, -0.05], [2.20, -0.70, -0.25], [-0.61, 1.15, -1.76], [-1.13, 0.37, -1.03], [-1.15, -1.58, 0.56], [-0.54, -0.81, 2.07], [-2.02, -0.19, 1.27], [0.45, 2.11, 0.50], [3.16, -1.12, -0.44]]
}

=====

Most stable structure - run ii; separation to the second - 13.1 kcal/mol.

=====

Run i
{
  "formula": "C5H5NO",
  "method": "ωB97M-V/def2-TZVPD",
  "orbital_gap_ev": 9.8,
  "smiles": "O=Cn1cccc1",
  "charge": 0,
  "symbols": ["C", "C", "C", "C", "C", "H", "H", "H", "H", "H", "N", "O"],
  "xyz": [[1.81, 0.45, -0.12], [0.10, -1.18, 0.05], [-1.20, -1.04, -0.07], [-1.68, 0.35, -0.11], [-0.53, 1.14, 0.07], [2.19, 1.58, -0.06], [0.90, -2.00, 0.53], [-1.92, -1.90, -0.32], [-2.68, 0.70, -0.09], [-0.19, 2.14, 0.08], [0.52, 0.19, 0.12], [2.66, -0.44, -0.09]]
}

=====

Run ii
{
  "formula": "C5H5NO",
  "method": "ωB97M-V/def2-TZVPD",
  "orbital_gap_ev": 9.5,
  "smiles": "C#CC#N.C=CO",
  "charge": 0,
  "symbols": ["C", "C", "C", "C", "C", "N", "O", "H", "H", "H", "H", "H"],
  "xyz": [[1.55, 0.67, 2.07], [-0.38, -1.07, 2.10], [0.55, -0.30, 1.96], [-1.14, -0.20, -1.82], [-0.12, -0.07, -0.96], [2.40, 1.44, 2.21], [0.86, 0.85, -1.14], [-1.31, -1.49, 2.11], [-1.37, 0.51, -2.65], [-1.89, -0.96, -1.76], [0.23, -0.72, -0.15], [0.63, 1.34, -1.96]]
}

=====

Most stable structure - run i; separation to the second - 50.2 kcal/mol.

=====

Run i
{
  "formula": "C5H5NO",
  "method": "ωB97M-V/def2-TZVPD",
  "orbital_gap_ev": 9.9,
  "charge": 0,
  "symbols": ["C", "C", "C", "C", "C", "N", "O", "H", "H", "H", "H", "H"],
  "xyz": [[0.13, -1.10, -1.19], [-0.60, -1.37, -0.09], [0.81, 0.02, -0.52], [-1.03, 1.13, 0.83], [-0.20, -0.12, 0.73], [1.79, 0.73, -0.81], [-0.63, 2.08, 1.47], [0.41, -1.42, -2.15], [-1.24, -2.21, 0.26], [-1.95, 1.14, 0.10], [0.31, -0.31, 1.59], [2.20, 1.43, -0.21]]
}

=====

Run ii
{
  "formula": "C5H5NO",
  "method": "ωB97M-V/def2-TZVPD",
  "orbital_gap_ev": 10.1,
  "charge": 0,
  "symbols": ["O", "C", "C", "C", "C", "C", "N", "H", "H", "H", "H", "H"],
  "xyz": [[1.11, 0.55, 1.79], [1.39, -0.15, 0.85], [0.40, -0.97, 0.05], [-1.04, -0.62, -0.07], [-1.23, 0.87, 0.00], [-0.33, 1.01, -0.97], [-0.11, -0.42, -1.23], [2.43, -0.20, 0.46], [0.67, -2.02, -0.04], [-1.81, -1.39, -0.12], [-1.77, 1.53, 0.67], [0.28, 1.81, -1.39]]
}

=====

Run iii
{
  "formula": "C5H5NO",
  "method": "ωB97M-V/def2-TZVPD",
  "orbital_gap_ev": 9.5,
  "charge": 0,
  "symbols": ["O", "C", "C", "C", "C", "C", "N", "H", "H", "H", "H", "H"],
  "xyz": [[0.38, 0.40, 2.01], [0.98, 0.26, 0.97], [2.45, 0.27, 0.62], [3.07, 0.01, -0.40], [0.84, -0.07, -0.39], [-2.67, -0.47, -0.38], [-1.69, 0.27, -0.05], [3.74, -0.24, -1.20], [0.71, 0.79, -1.05], [-3.35, -0.94, 0.34], [-2.86, -0.66, -1.43], [-1.60, 0.37, 0.96]]
}

=====

Run iv
{
  "formula": "C5H5NO",
  "method": "ωB97M-V/def2-TZVPD",
  "orbital_gap_ev": 9.8,
  "smiles": "N#CC1CC(=O)C1",
  "charge": 0,
  "symbols": ["O", "C", "C", "C", "C", "C", "N", "H", "H", "H", "H", "H"],
  "xyz": [[-2.57, -0.35, 0.27], [-1.39, -0.19, 0.18], [-0.47, 1.03, -0.04], [0.64, -0.02, -0.43], [-0.19, -1.14, 0.16], [2.19, -0.15, 0.07], [2.26, 0.96, 0.43], [-0.80, 1.76, -0.80], [-0.30, 1.56, 0.90], [0.76, -0.03, -1.51], [0.12, -1.37, 1.19], [-0.24, -2.06, -0.42]]
}

=====

Most stable structure - run i; separation to the second - 15.4 kcal/mol.

=====

Run i
{
  "formula": "C5H5NO",
  "method": "ωB97M-V/def2-TZVPD",
  "orbital_gap_ev": 10.3,
  "smiles": "N#C/C=C/[C@H]1CO1",
  "charge": 0,
  "symbols": ["O", "C", "C", "C", "C", "C", "N", "H", "H", "H", "H", "H"],
  "xyz": [[-2.28, -0.11, -0.28], [-1.08, -0.32, 0.43], [-1.46, 1.01, 0.00], [1.15, -0.19, -0.52], [0.18, -0.97, -0.02], [2.55, -0.41, -0.34], [3.67, -0.42, -0.04], [-1.01, 1.46, -0.89], [-1.75, 1.72, 0.77], [0.89, 0.78, -0.93], [-1.25, -0.57, 1.48], [0.40, -1.98, 0.34]]
}

=====

Run ii
{
  "formula": "C5H5NO",
  "method": "ωB97M-V/def2-TZVPD",
  "orbital_gap_ev": [7.8, 8.6],
  "charge": 0,
  "symbols": ["O", "C", "C", "C", "N", "C", "C", "H", "H", "H", "H", "H"],
  "xyz": [[2.02, -0.89, 0.28], [0.67, -0.92, 0.53], [0.01, 1.00, 0.59], [-1.01, 0.84, -0.48], [-1.47, 1.96, -0.59], [-0.25, -1.35, -0.43], [-1.15, -0.61, -1.01], [2.15, -0.78, -0.67], [0.51, -1.23, 1.57], [-0.39, 1.20, 1.58], [0.87, 1.61, 0.33], [-1.95, -0.83, -1.71]]
}

=====

Most stable structure - run i; separation to the second - 66.9 kcal/mol.

=====

Run i
{
  "formula": "C3H9NO3",
  "method": "ωB97M-V/def2-TZVPD",
  "orbital_gap_ev": 10.3,
  "smiles": "COCNC=O.O",
  "charge": 0,
  "symbols": ["O", "O", "C", "N", "C", "C", "H", "H", "H", "H", "H", "H", "H", "O", "H", "H"],
  "xyz": [[-1.43, -0.35, 1.92], [-1.73, 0.57, -1.11], [-0.39, -0.58, 1.25], [-0.35, -0.89, -0.05], [-0.85, 1.41, -1.83], [-1.46, -0.75, -0.88], [0.60, -0.65, 1.77], [0.54, -0.95, -0.55], [-1.27, 2.43, -1.91], [-0.60, 1.05, -2.84], [0.07, 1.46, -1.23], [-2.31, -1.14, -0.30], [-1.30, -1.43, -1.74], [3.46, 0.06, 2.12], [3.77, 0.58, 2.90], [3.24, -0.83, 2.48]]
}

=====

Run ii
{
  "formula": "C3H9NO3",
  "method": "ωB97M-V/def2-TZVPD",
  "orbital_gap_ev": 10.1,
  "smiles": "O=CCNCO.O",
  "charge": 0,
  "symbols": ["O", "C", "C", "N", "C", "O", "H", "H", "H", "H", "H", "H", "H", "H", "H", "O"],
  "xyz": [[-3.38, -1.26, -1.61], [-3.25, -0.13, -1.22], [-1.85, 0.44, -1.12], [-1.60, 0.91, 0.25], [-0.71, 0.12, 1.10], [0.62, 0.29, 0.63], [-3.99, 0.52, -0.71], [-1.73, 1.33, -1.72], [-1.21, -0.37, -1.44], [-1.26, 1.87, 0.20], [-0.66, 0.59, 2.08], [-1.09, -0.89, 1.19], [0.95, -0.52, 0.24], [6.25, -1.65, 1.04], [6.79, -0.32, 0.69], [6.13, -0.95, 0.39]]
}

=====

Run iii
{
  "formula": "C3H9NO3",
  "method": "ωB97M-V/def2-TZVPD",
  "orbital_gap_ev": 10.9,
  "smiles": "N[C@@H](O)CC(O)O",
  "charge": 0,
  "symbols": ["C", "C", "C", "N", "O", "O", "O", "H", "H", "H", "H", "H", "H", "H", "H", "H"],
  "xyz": [[1.13, -0.29, -0.12], [-1.26, 0.07, 0.75], [0.15, 0.64, 0.72], [0.49, -0.67, -1.35], [2.34, 0.40, -0.40], [-1.41, -1.28, 0.53], [-1.94, 0.86, -0.29], [2.72, 0.72, 0.42], [-0.97, -1.48, -0.32], [-2.87, 0.61, -0.29], [1.35, -1.21, 0.45], [-1.73, 0.27, 1.72], [1.16, -1.15, -1.95], [0.14, 0.15, -1.83], [0.54, 0.74, 1.73], [0.16, 1.62, 0.23]]
}

=====

Most stable structure - run iii; separation to the second - 20.2 kcal/mol.

=====

Run i
{
  "formula": "C3H9NO3",
  "method": "ωB97M-V/def2-TZVPD",
  "orbital_gap_ev": [7.0, 9.3],
  "charge": 0,
  "symbols": ["C", "C", "C", "N", "O", "O", "O", "H", "H", "H", "H", "H", "H", "H", "H", "H"],
  "xyz": [[2.10, 0.09, -0.15], [0.62, 0.41, -0.42], [-0.24, -0.60, 0.27], [-3.30, 0.34, 0.13], [0.31, 1.69, 0.03], [-0.40, -1.83, -0.20], [-2.21, 0.42, -0.62], [2.28, 0.03, 0.92], [2.72, 0.87, -0.57], [2.36, -0.86, -0.61], [0.44, 0.34, -1.51], [-0.47, -0.49, 1.31], [-3.22, 0.79, 1.04], [-3.66, -0.62, 0.19], [-0.64, 1.79, -0.11], [-0.25, -1.85, -1.16]]
}

=====

Run ii
{
  "formula": "C3H9NO3",
  "method": "ωB97M-V/def2-TZVPD",
  "orbital_gap_ev": 10.4,
  "smiles": "CCNC(=O)O.O",
  "charge": 0,
  "symbols": ["C", "N", "C", "O", "O", "C", "H", "H", "H", "H", "H", "H", "H", "H", "H", "O"],
  "xyz": [[1.24, 0.27, -1.37], [1.15, 0.67, -0.08], [0.12, 0.11, 0.70], [-0.46, 0.80, 1.65], [-0.38, -1.01, 0.48], [2.57, 0.21, -2.10], [0.92, -0.83, -1.39], [0.53, 0.94, -1.95], [1.79, 0.97, 0.58], [-1.37, 0.49, 1.62], [2.12, 0.34, -3.08], [3.03, -0.74, -1.86], [3.24, 1.09, -2.07], [-4.23, -1.47, 0.75], [-2.76, -0.93, 0.22], [-3.52, -0.80, 0.92]]
}

=====

Most stable structure - run ii; separation to the second - 74.4 kcal/mol.

=====

Run i
{
  "formula": "C3H9NO3",
  "method": "ωB97M-V/def2-TZVPD",
  "orbital_gap_ev": 10.5,
  "smiles": "NC(=O)CCO.O",
  "charge": 0,
  "symbols": ["C", "C", "O", "C", "N", "O", "H", "H", "H", "H", "H", "H", "H", "H", "H", "O"],
  "xyz": [[1.46, 0.48, 0.25], [0.24, 1.41, 0.25], [-0.59, 1.25, 1.39], [1.25, -0.89, -0.32], [0.30, -1.66, 0.31], [1.87, -1.30, -1.27], [1.80, 0.44, 1.26], [2.26, 0.99, -0.29], [0.59, 2.44, 0.17], [-0.43, 1.25, -0.60], [-0.05, 1.00, 2.11], [0.22, -2.57, -0.11], [-0.57, -1.24, 0.59], [-2.76, 0.03, -0.72], [-2.72, -0.75, -1.97], [-2.88, -0.88, -1.03]]
}

=====

Run ii
{
  "formula": "C3H9NO3",
  "method": "ωB97M-V/def2-TZVPD",
  "orbital_gap_ev": 10.4,
  "smiles": "O=CCNCO.O",
  "charge": 0,
  "symbols": ["O", "C", "C", "N", "C", "O", "H", "H", "H", "H", "H", "H", "H", "H", "H", "O"],
  "xyz": [[1.99, -0.25, 0.74], [1.21, -0.22, -0.17], [-0.28, -0.08, -0.03], [-0.96, -0.80, -1.09], [-2.22, -0.25, -1.51], [-3.16, -0.03, -0.45], [1.56, -0.27, -1.22], [-0.60, -0.36, 0.98], [-0.47, 0.99, -0.18], [-0.99, -1.79, -0.92], [-2.67, -0.88, -2.28], [-2.03, 0.73, -1.95], [-3.26, -0.88, 0.00], [3.74, 2.12, 2.66], [3.79, 0.59, 2.69], [4.36, 1.38, 2.71]]
}

=====

Run iii
{
  "formula": "C3H9NO3",
  "method": "ωB97M-V/def2-TZVPD",
  "orbital_gap_ev": 9.3,
  "smiles": "CNCC(=O)O.O",
  "charge": 0,
  "symbols": ["C", "N", "C", "C", "O", "O", "H", "H", "H", "H", "H", "H", "H", "H", "H", "O"],
  "xyz": [[0.77, -1.76, 0.78], [-0.28, -0.84, 1.14], [-0.37, 0.30, 0.26], [-1.64, 1.12, 0.51], [-1.68, 2.24, -0.22], [-2.45, 0.81, 1.34], [1.28, -2.19, 1.65], [0.46, -2.66, 0.24], [1.58, -1.35, 0.17], [-0.15, -0.55, 2.09], [0.48, 0.98, 0.29], [-0.50, -0.13, -0.74], [-2.56, 2.64, -0.16], [1.89, 1.26, -2.43], [1.53, -0.25, -2.81], [1.63, 0.38, -2.11]]
}

=====

Most stable structure - run i; separation to the second - 8.5 kcal/mol.